Record 1
This record from the OMol25 dataset describes a single C6H12O molecule. The level of theory is ωB97M-V/def2-TZVPD.

## Properties
Gap between HOMO and LUMO, eV: 11.148
Total energy, Eh: -311.03481
LUMO energy, eV: 0.94
Structure (SMILES): CC1(O)CCCC1

Atoms and positions in Å:
C 0.0061 -0.4240 1.1105
H -2.0498 1.4824 0.4528
C -0.3855 -0.0154 -1.2151
H -0.9674 2.6385 -0.3499
C -1.0200 1.8597 0.4209
C -0.0464 0.7197 0.1038
C 0.6081 -1.6230 0.3097
H 0.1315 -2.5825 0.5429
O 1.3188 1.1915 0.1562
H -1.0408 -0.6736 1.3996
H 1.4316 -1.0895 -1.6484
H -1.4559 -0.2994 -1.2576
C 0.4598 -1.2950 -1.1965
H 1.5566 1.0118 1.0904
H 0.0109 -2.1250 -1.7600
H -0.8034 2.3382 1.3851
H -0.1820 0.6260 -2.0690
H 1.6578 -1.7012 0.5858
H 0.7700 -0.0393 1.9387

Results of the natural (NBO) charge analysis, in e, for atoms 1 through 8: atom 1 (C): -0.40, atom 2 (H): 0.21, atom 3 (C): -0.42, atom 4 (H): 0.22, atom 5 (C): -0.63, atom 6 (C): 0.24, atom 7 (C): -0.41, atom 8 (H): 0.21

Record 2
This record from the OMol25 dataset describes a single C6H12O molecule. The level of theory is ωB97M-V/def2-TZVPD.

## Properties
Gap between HOMO and LUMO, eV: 9.128
Total energy, Eh: -310.93188
LUMO energy, eV: 0.86
Structure (SMILES): CCC/C(C)=C\O

Atoms and positions in Å:
H 1.8802 -2.0078 0.4381
H -0.2926 -0.5340 -1.3041
H 2.9288 1.0151 -0.0626
H -0.5582 -1.5118 0.1107
H -2.7543 0.1472 -1.2751
H -3.0185 -0.8400 0.1521
C -0.2675 -0.5171 -0.2210
H -1.2419 0.4916 1.3783
H 1.1212 -0.5368 1.9549
O 1.7600 1.2081 -1.6612
H -0.9797 1.4721 -0.0355
H -3.4078 0.8722 0.1856
C 1.9531 0.6288 -0.4602
H 2.9341 -0.8444 1.2929
H 0.8277 1.3324 -1.8162
C -2.6902 0.1456 -0.1866
C -1.2847 0.4796 0.2932
C 1.1648 -0.0940 0.1407
C 1.8833 -1.0335 1.0258

Results of the natural (NBO) charge analysis, in e, for atoms 1 through 8: atom 1 (H): 0.23, atom 2 (H): 0.20, atom 3 (H): 0.17, atom 4 (H): 0.22, atom 5 (H): 0.20, atom 6 (H): 0.20, atom 7 (C): -0.43, atom 8 (H): 0.20

Record 3
This record from the OMol25 dataset describes a single C6H12O molecule. The level of theory is ωB97M-V/def2-TZVPD.

## Properties
Gap between HOMO and LUMO (spin up / spin down), eV: 7.490 / 6.931
Total energy, Eh: -310.86239
LUMO energy (spin up / spin down), eV: 0.00 / -0.23

Atoms and positions in Å:
H -1.8630 1.8244 0.0554
H -0.2555 0.9181 -1.5895
H 1.1673 -1.2351 -1.6708
H 0.1367 -0.2635 2.4084
C -0.8407 1.5358 0.2810
C 0.9546 0.3593 -0.2189
H -2.3834 -0.1863 -0.7012
H -0.2188 2.3177 0.7188
H -0.2482 -1.7323 1.4772
C 1.7429 -0.7521 -0.8761
H -1.0273 -1.1684 -1.4210
H 2.0147 -1.5112 -0.1335
H 1.5605 0.8487 0.5557
C -0.5346 -0.6871 1.6481
H -1.5540 -0.6886 2.0480
H 2.6649 -0.3546 -1.3116
C -0.4687 0.0768 0.3363
C -1.3079 -0.2701 -0.8628
O 0.5597 1.4023 -1.1421

Results of the natural (NBO) charge analysis, in e, for atoms 1 through 8: atom 1 (H): 0.21, atom 2 (H): 0.49, atom 3 (H): 0.22, atom 4 (H): 0.20, atom 5 (C): -0.03, atom 6 (C): 0.09, atom 7 (H): 0.19, atom 8 (H): 0.19

Record 4
This record from the OMol25 dataset describes 2 unconnected molecules or ions with the total composition C6H12O. The level of theory is ωB97M-V/def2-TZVPD.

## Properties
Gap between HOMO and LUMO (spin up / spin down), eV: 7.854 / 8.528
Total energy, Eh: -310.87171
LUMO energy (spin up / spin down), eV: 0.40 / 0.80

Atoms and positions in Å:
H -0.9667 2.3134 -1.9704
H 2.1414 0.2188 0.3839
C 0.7797 -0.5838 1.9906
H -0.7533 -0.3596 -1.5489
C -1.4749 -0.5832 -0.7705
C 1.3381 -0.4989 0.5551
O -1.1469 -0.4462 0.4638
H 1.2122 0.0524 2.7610
H 0.6431 -2.4763 0.0086
H -2.2914 2.3959 -0.7789
H -2.5104 -0.8311 -0.9563
H 2.4035 -2.3053 0.0453
H -0.6510 1.9206 -0.2414
C 1.4704 -1.7946 -0.2168
C -1.2214 2.5524 -0.9347
H 1.4718 -1.6276 -1.3011
H 0.5215 -1.5866 2.3341
C 0.0098 0.0421 0.9089
H -0.9754 3.5976 -0.7324

Results of the natural (NBO) charge analysis, in e, for atoms 1 through 8: atom 1 (H): 0.21, atom 2 (H): 0.22, atom 3 (C): -0.46, atom 4 (H): 0.16, atom 5 (C): -0.06, atom 6 (C): -0.28, atom 7 (O): -0.37, atom 8 (H): 0.22

Record 5
This record from the OMol25 dataset describes a single C6H12O molecule. The level of theory is ωB97M-V/def2-TZVPD.

## Properties
Gap between HOMO and LUMO, eV: 11.155
Total energy, Eh: -311.01878
LUMO energy, eV: 1.11
Structure (SMILES): CC(C)[C@H]1O[C@H]1C

Atoms and positions in Å:
H -1.2706 -1.8060 -1.0887
C -0.8090 0.0413 -0.0509
H -2.5778 -0.6022 -1.1534
C 1.7321 -0.3785 0.5937
H 2.6685 1.4915 0.1120
H 3.2365 0.1138 -0.8453
O 1.1166 -1.5488 0.0662
H -0.3627 0.5048 -0.9386
C -1.7940 -1.0315 -0.5196
H -0.7925 1.8952 1.1043
H 1.6607 0.8394 -1.2032
H 2.3584 -0.5818 1.4673
H -2.2855 1.6179 0.1879
H -0.0456 -0.9753 1.7329
H -1.9739 0.6953 1.6660
H -2.2809 -1.5130 0.3380
C -1.5011 1.1267 0.7742
C 0.2901 -0.6170 0.7532
C 2.3497 0.5750 -0.3959

Results of the natural (NBO) charge analysis, in e, for atoms 1 through 8: atom 1 (H): 0.22, atom 2 (C): -0.25, atom 3 (H): 0.21, atom 4 (C): 0.06, atom 5 (H): 0.21, atom 6 (H): 0.22, atom 7 (O): -0.50, atom 8 (H): 0.20

Record 6
This record from the OMol25 dataset describes a molecular structure, C6H12O. The level of theory is ωB97M-V/def2-TZVPD.

## Properties
Gap between HOMO and LUMO, eV: 10.539
Total energy, Eh: -311.02001
LUMO energy, eV: 0.96

Atoms and positions in Å:
H -0.9812 2.0174 0.9662
C -1.2304 -0.9125 -0.6160
O 0.9573 1.6013 0.2480
H -2.2618 -0.5430 -0.6521
H -1.6475 -0.3722 2.0525
H 2.6341 0.3797 -1.4923
C -0.5891 -0.4556 1.7750
H 1.6849 -1.1171 -1.6431
C -0.4678 1.4755 0.1630
H 0.9887 0.4487 -2.1374
C 1.6303 -0.0493 -1.4020
C -0.3855 -0.0524 0.3157
H -0.0098 0.1956 2.4397
H -1.2698 -1.9485 -0.2667
C 1.1195 0.1871 0.0070
H -0.8550 1.8198 -0.8085
H -0.2736 -1.4921 1.9515
H -0.8481 -0.9209 -1.6401
H 1.8049 -0.2614 0.7398

Results of the natural (NBO) charge analysis, in e, for atoms 1 through 8: atom 1 (H): 0.18, atom 2 (C): -0.61, atom 3 (O): -0.54, atom 4 (H): 0.21, atom 5 (H): 0.21, atom 6 (H): 0.22, atom 7 (C): -0.60, atom 8 (H): 0.21

Record 7
This record from the OMol25 dataset describes a single C6H12O molecule. The level of theory is ωB97M-V/def2-TZVPD.

## Properties
Gap between HOMO and LUMO, eV: 10.714
Total energy, Eh: -311.00183
LUMO energy, eV: 1.00
Structure (SMILES): CC(C)[C@H]1C[C@H]1O

Atoms and positions in Å:
C 0.7218 0.5052 -0.0762
H -1.2813 0.5272 -2.0557
H -1.8177 -1.1441 -1.8245
C 0.4738 1.9767 0.1228
H 1.6168 0.2590 -0.6619
H -0.2850 -0.0263 2.5068
H 0.7940 -2.2558 -0.5208
H -0.8330 -2.5601 0.1156
C 0.0079 -1.8592 0.1349
H -0.5485 2.3344 0.1101
H -1.2230 -0.1156 0.3500
H -0.1963 -0.8193 -2.4546
O -0.4059 0.8618 2.1328
C -0.4230 -0.4602 -0.3103
H 1.5080 1.2085 2.1057
H 0.4166 -1.8433 1.1537
C -0.9547 -0.4706 -1.7425
H 1.1726 2.6627 -0.3634
C 0.7546 1.1149 1.3268

Results of the natural (NBO) charge analysis, in e, for atoms 1 through 8: atom 1 (C): -0.24, atom 2 (H): 0.21, atom 3 (H): 0.21, atom 4 (C): -0.45, atom 5 (H): 0.22, atom 6 (H): 0.47, atom 7 (H): 0.20, atom 8 (H): 0.21

Record 8
This record from the OMol25 dataset describes 2 unconnected molecules or ions with the total composition C6H12O. The level of theory is ωB97M-V/def2-TZVPD.

## Properties
Gap between HOMO and LUMO, eV: 5.746
Total energy, Eh: -310.85883
LUMO energy, eV: -1.14

Atoms and positions in Å:
H -3.2915 -0.0089 0.7062
H -0.2837 1.0138 -1.9204
H -1.5552 2.0201 -1.0921
H -2.7416 -1.6377 0.3645
O 2.4664 -0.8317 -1.2692
H 2.6747 1.0277 1.7394
C 0.7047 0.6707 0.9873
C -0.3131 -0.2723 0.7021
H 0.5636 1.6514 0.5450
C 1.8631 0.3311 1.5870
H -0.0797 -1.3060 0.9464
C -1.0975 1.0365 -1.2111
H 3.1786 -0.2119 -1.4652
C -2.7484 -0.6189 -0.0195
H -3.2839 -0.5677 -0.9714
H 2.1195 -0.5401 -0.4112
H 1.9651 -0.6576 2.0200
C -1.3602 -0.0600 -0.2980
H -0.9453 -0.7116 -1.1342

Results of the natural (NBO) charge analysis, in e, for atoms 1 through 8: atom 1 (H): 0.21, atom 2 (H): 0.20, atom 3 (H): 0.18, atom 4 (H): 0.22, atom 5 (O): -0.96, atom 6 (H): 0.21, atom 7 (C): -0.25, atom 8 (C): -0.12

Record 9
This record from the OMol25 dataset describes a single C6H12O molecule. The level of theory is ωB97M-V/def2-TZVPD.

## Properties
Gap between HOMO and LUMO, eV: 10.506
Total energy, Eh: -311.02246
LUMO energy, eV: 0.99
Structure (SMILES): CC[C@H]1C[C@]1(C)O

Atoms and positions in Å:
H 1.9897 -0.6767 -1.1873
H -2.7517 -0.7866 0.5951
C -1.6734 -0.6705 0.7479
C 0.2649 0.4731 -0.6663
C 1.3413 -0.5300 -0.3132
H 1.5704 0.0495 1.7744
H 0.6339 1.4933 -0.7763
H -0.9635 -0.8998 -1.9346
C 2.1868 -0.0768 0.8766
H -1.5060 -0.4189 1.8030
H -1.4419 2.0084 0.8888
H 2.6666 0.8865 0.6652
H 2.9775 -0.7986 1.1073
H 0.8945 -1.5100 -0.1021
O -1.7802 1.6608 0.0527
H -1.1958 -1.6352 0.5525
C -0.8738 0.1318 -1.5996
H -1.1830 0.8803 -2.3225
C -1.1564 0.4195 -0.1616

Results of the natural (NBO) charge analysis, in e, for atoms 1 through 8: atom 1 (H): 0.20, atom 2 (H): 0.22, atom 3 (C): -0.63, atom 4 (C): -0.25, atom 5 (C): -0.40, atom 6 (H): 0.20, atom 7 (H): 0.22, atom 8 (H): 0.21

Record 10
This record from the OMol25 dataset describes 2 unconnected molecules or ions with the total composition C6H12O. The level of theory is ωB97M-V/def2-TZVPD.

## Properties
Gap between HOMO and LUMO, eV: 10.226
Total energy, Eh: -311.00605
LUMO energy, eV: 1.00
Structure (SMILES): C=CCC.CC=O

Atoms and positions in Å:
H 0.8002 -1.2859 1.1931
H -0.1256 -2.7374 0.7453
C -0.0456 -1.2349 -0.8044
H -0.9864 -0.7767 -0.4780
H 1.5033 -2.4979 0.0892
C -0.8603 1.4310 1.6324
H 0.3726 0.3727 -2.2670
C 0.5781 -1.9821 0.3762
C 2.0408 0.1821 -1.0242
H 2.5386 -0.2952 -0.1805
H -2.7622 1.2606 0.6198
C 0.8231 -0.1679 -1.4287
H 2.5776 0.9772 -1.5347
C -1.7929 1.7570 0.4882
H -1.3406 1.4110 2.6392
H -0.3102 -1.9439 -1.6010
H -1.9814 2.8375 0.5100
O 0.3171 1.2016 1.4998
H -1.3463 1.4911 -0.4749

Results of the natural (NBO) charge analysis, in e, for atoms 1 through 8: atom 1 (H): 0.22, atom 2 (H): 0.21, atom 3 (C): -0.44, atom 4 (H): 0.20, atom 5 (H): 0.21, atom 6 (C): 0.44, atom 7 (H): 0.19, atom 8 (C): -0.62

Record 11
This record from the OMol25 dataset describes a single C6H12O molecule. The level of theory is ωB97M-V/def2-TZVPD.

## Properties
Gap between HOMO and LUMO, eV: 10.707
Total energy, Eh: -311.03561
LUMO energy, eV: 1.10
Structure (SMILES): C[C@H]1CO[C@@H](C)C1

Atoms and positions in Å:
C -1.9775 0.7326 -1.0816
H 1.2100 -1.7827 -1.1631
H -0.4042 -1.5816 -0.4142
H 0.2027 -1.3074 2.0405
C 0.1178 0.9396 0.4586
C 0.5108 -1.0538 -0.7466
H -0.6989 0.8338 1.1808
H 2.0679 0.1242 0.0750
H 1.6610 -0.3965 2.4824
H -2.5098 1.5943 -0.6738
C 1.0853 -0.2438 0.4059
H -0.0680 1.9351 -1.3221
H -2.4101 0.5185 -2.0770
H -2.2241 -0.1455 -0.4648
H 0.6608 1.8557 0.7539
O 0.2069 -0.0790 -1.7259
C -0.4408 0.9728 -0.9855
C 1.2018 -1.0089 1.7008
H 1.8085 -1.9072 1.5568

Results of the natural (NBO) charge analysis, in e, for atoms 1 through 8: atom 1 (C): -0.63, atom 2 (H): 0.19, atom 3 (H): 0.15, atom 4 (H): 0.20, atom 5 (C): -0.43, atom 6 (C): -0.07, atom 7 (H): 0.20, atom 8 (H): 0.20

Record 12
This record from the OMol25 dataset describes a single C6H12O molecule. The level of theory is ωB97M-V/def2-TZVPD.

## Properties
Gap between HOMO and LUMO, eV: 9.421
Total energy, Eh: -310.93139
LUMO energy, eV: 0.93

Atoms and positions in Å:
C -0.4459 0.3317 -0.3930
H -0.4956 -1.4071 1.3152
H -2.0551 -0.5590 -1.5104
C 0.3914 0.6730 -1.6449
H -2.5134 0.0719 0.0890
H 1.4427 0.8372 -1.3925
C 0.0065 -1.0160 0.3226
H 0.0193 1.5900 -2.1384
C 1.4152 -0.9162 0.9558
H -2.2526 1.1913 -1.2753
H 2.1790 -0.2506 0.5321
C -1.9093 0.2616 -0.7991
C 0.8166 -0.3796 2.2116
H -0.3323 1.2017 0.2695
O 1.1322 0.9037 2.2372
H -0.0625 -1.8178 -0.4207
H 1.8205 -1.9000 1.1809
H 0.5111 1.3222 2.8405
H 0.3321 -0.1380 -2.3802

Results of the natural (NBO) charge analysis, in e, for atoms 1 through 8: atom 1 (C): -0.22, atom 2 (H): 0.26, atom 3 (H): 0.20, atom 4 (C): -0.61, atom 5 (H): 0.21, atom 6 (H): 0.21, atom 7 (C): -0.44, atom 8 (H): 0.21